No. 1
Entry from OMol25: a cluster of 2 separate species, C4H10S in total in a non-equilibrium geometry (wB97M-V/def2-TZVPD).

Atoms and positions in Å:
C (-1.107, 5.544, -2.261)
S (-0.289, 6.921, -2.910)
H (-1.705, 5.733, -1.358)
H (-1.838, 5.152, -2.976)
H (-0.456, 4.689, -2.027)
H (0.445, 7.311, -1.854)
C (-0.423, -4.137, 0.929)
C (0.572, -3.631, 1.918)
C (1.879, -3.738, 1.940)
H (-0.713, -3.480, 0.103)
H (-0.070, -5.083, 0.501)
H (-1.386, -4.406, 1.370)
H (-0.004, -3.396, 2.820)
H (2.582, -3.493, 2.724)
H (2.513, -3.985, 1.081)

The frontier orbital gap (spin up / spin down) comes out at 6.66 / 1.38 eV. Its total charge is +1. The LUMO energy (spin up / spin down) is -4.41 / -9.69 eV. The spin multiplicity is 2. The calculation puts the HOMO energy (spin up / spin down) at -11.07 / -11.07 eV.

No. 2
Entry from OMol25: the ion C4H10S2 with charge +1 in a non-equilibrium geometry (wB97M-V/def2-TZVPD).

Atoms and positions in Å:
C (-2.168, -0.849, -2.165)
C (-1.495, 0.045, -1.125)
S (-1.419, -0.849, 0.516)
S (0.568, -1.111, 0.816)
C (1.101, 0.541, 1.430)
C (2.597, 0.575, 1.705)
H (-2.046, -1.880, -1.852)
H (-3.236, -0.685, -2.294)
H (-1.691, -0.706, -3.130)
H (-0.470, 0.111, -1.472)
H (-1.857, 1.052, -0.920)
H (0.550, 0.601, 2.367)
H (0.739, 1.250, 0.683)
H (2.833, 1.604, 1.954)
H (2.767, 0.018, 2.622)
H (3.226, 0.282, 0.865)

The frontier orbital gap (spin up / spin down) comes out at 10.85 / 6.38 eV. Its total charge is +1. The LUMO energy (spin up / spin down) is -4.15 / -8.28 eV. The spin multiplicity is 2. The calculation puts the HOMO energy (spin up / spin down) at -15.00 / -14.65 eV.

No. 3
Entry from OMol25: a cluster of 2 separate species, C4H10Se2 in total in a non-equilibrium geometry (wB97M-V/def2-TZVPD).

Atoms and positions in Å:
C (1.694, -1.047, 1.393)
C (-2.111, -1.342, -1.296)
C (1.598, 1.520, -0.180)
C (-2.008, 1.375, -0.344)
Se (2.099, -0.317, -0.289)
Se (-2.572, -0.207, 0.260)
H (1.807, -2.162, 1.308)
H (2.434, -0.642, 2.110)
H (0.672, -0.630, 1.582)
H (-1.960, -2.300, -1.049)
H (-2.982, -1.392, -1.923)
H (-1.284, -0.769, -1.877)
H (0.611, 1.694, -0.097)
H (2.131, 2.234, -0.873)
H (1.985, 1.881, 0.873)
H (-2.116, 2.102, 0.401)

The frontier orbital gap comes out at 7.75 eV. Its total charge is 0. The LUMO energy is -0.24 eV. The calculation puts the HOMO energy at -7.98 eV.

No. 4
Entry from OMol25: a cluster of 2 separate species, C4H10Si in total in a non-equilibrium geometry (wB97M-V/def2-TZVPD).

Atoms and positions in Å:
C (-1.341, -0.402, 0.313)
C (-0.226, -0.063, -0.297)
C (-1.513, -0.872, 1.699)
C (-0.211, 0.325, -1.770)
Si (3.206, 1.514, -0.315)
H (-2.294, -0.391, -0.227)
H (-1.862, 0.109, 2.203)
H (-2.362, -1.601, 1.785)
H (-0.535, -1.231, 2.097)
H (0.492, -0.215, -2.276)
H (-1.189, 0.115, -2.172)
H (-0.138, 1.449, -1.962)
H (2.585, 0.415, 0.541)
H (0.662, -0.167, 0.320)
H (4.726, 1.016, 0.062)

The frontier orbital gap comes out at 7.84 eV. Its total charge is 0. The LUMO energy is -1.14 eV. The calculation puts the HOMO energy at -8.98 eV.

In the order shown, the computed DFT total energy values come out to -15134.5351; -25972.1694; -134997.9734; -12183.8461 eV.
In the order shown, the computed energy relative to the best compared isomer or geometry (same formula, charge and spin) values come out to 33.0; 15.1; 31.9; 54.3 kcal/mol.